DFT (ωB97M-V/def2-TZVPD) results for a molecular structure, C14H25HgN5O6S at a distorted geometry.

Last column: Mulliken charge in e.
Atoms and positions in Å:
O (-0.01, 0.28, -5.07)  -0.5168
H (-0.49, -0.05, -5.85)  0.2745
Hg (0.45, -0.21, 0.04)  1.3886
N (0.35, 1.72, 1.13)  0.3589
N (1.65, 1.11, -1.14)  0.5838
N (-1.26, -1.13, 1.20)  0.1412
N (-0.43, -1.79, -1.18)  0.0273
O (-0.22, 1.83, 2.28)  -0.8921
O (-1.44, -0.79, 2.54)  -0.4541
O (0.15, -2.15, -2.39)  -0.4654
O (2.11, 0.79, -2.27)  -0.8046
C (2.01, 2.24, -0.48)  0.5447
C (1.35, 2.56, 0.74)  -0.0948
C (-1.38, -2.43, 0.88)  0.2589
C (-0.87, -2.80, -0.42)  0.4465
C (1.73, 3.65, 1.66)  -1.3390
H (1.99, 3.26, 2.65)  0.2025
H (0.88, 4.33, 1.80)  0.3205
H (2.58, 4.21, 1.27)  0.3721
C (3.16, 2.91, -1.12)  -1.5378
H (2.91, 3.15, -2.17)  0.2987
H (4.02, 2.24, -1.16)  0.2745
H (3.43, 3.81, -0.60)  0.4151
C (-2.03, -3.40, 1.80)  -1.5186
C (-0.86, -4.19, -0.95)  -1.5683
H (-2.64, -2.85, 2.53)  0.4029
H (-1.31, -4.03, 2.35)  0.2597
H (-2.66, -4.07, 1.21)  0.4545
H (-0.06, -4.29, -1.69)  0.4260
H (-1.83, -4.41, -1.43)  0.3349
H (-0.72, -4.92, -0.15)  0.3967
H (-1.12, 0.15, 2.60)  0.3456
H (0.78, -1.41, -2.63)  0.3709
C (-0.93, 0.77, -4.11)  -0.3138
H (-0.35, 1.45, -3.49)  0.0653
H (-1.35, -0.03, -3.51)  0.1243
H (-1.76, 1.34, -4.55)  0.3966
O (-2.28, 1.22, -0.29)  -0.6505
H (-2.53, 0.46, 0.28)  0.2647
H (-1.86, 1.87, 0.32)  0.3067
S (2.58, -1.49, 0.98)  -0.3955
C (2.08, -1.02, 2.53)  0.0845
N (1.25, -1.88, 3.21)  0.0197
C (1.02, -1.77, 4.55)  -0.2442
C (1.51, -0.65, 5.22)  -0.6571
C (2.19, 0.35, 4.51)  -0.2798
C (2.45, 0.17, 3.15)  -0.4260
H (0.96, -2.73, 2.74)  0.2890
H (0.49, -2.60, 5.01)  0.3956
H (1.34, -0.57, 6.29)  0.3891
H (2.55, 1.25, 5.02)  0.4045
H (2.99, 0.89, 2.55)  0.5193

Results
* E_HOMO (spin up / spin down): -5.8504 / -5.8496 eV
* E_tot: -1824.974296 a.u.
* net charge: 0
* orbital gap (spin up / spin down): 4.5 / 4.5 eV
* 2S+1: 1
* energy above the lowest of the compared OMol25 structures with the same formula, charge and spin: 0.00 kcal per mole